(1)
Molecular formula: C15H19N2O3PS
Method: DFT, wB97M-V/def2-TZVPD

Positions of all 41 atoms, in Å:
C  4.157  -0.458  2.780
C  3.025  0.004  1.755
O  2.807  1.393  2.017
C  2.003  2.063  1.023
C  1.142  1.137  0.116
C  1.626  0.797  -1.115
P  3.300  1.349  -1.752
S  3.287  3.090  -2.618
C  0.789  -0.095  -2.077
O  1.184  -0.217  -3.213
C  -0.520  -0.743  -1.558
C  -1.239  -1.705  -2.382
N  -0.790  -2.139  -3.700
C  -2.483  -2.309  -1.864
C  -3.030  -1.945  -0.574
C  -2.330  -0.957  0.254
C  -2.965  -0.612  1.633
N  -3.413  0.785  1.780
C  -3.908  1.385  0.533
C  -1.070  -0.370  -0.223
C  -0.266  0.650  0.602
O  -0.628  1.111  1.660
H  5.130  -0.179  2.283
H  4.134  -1.576  2.806
H  4.052  0.032  3.774
H  2.120  -0.608  2.006
H  3.447  -0.211  0.739
H  1.274  2.706  1.597
H  2.647  2.786  0.451
H  4.297  1.293  -0.729
H  3.682  0.368  -2.724
H  -0.813  -3.159  -3.669
H  -1.477  -1.778  -4.369
H  -3.022  -3.055  -2.486
H  -3.968  -2.425  -0.222
H  -3.778  -1.364  1.845
H  -2.169  -0.783  2.415
H  -4.058  0.909  2.555
H  -3.090  1.613  -0.205
H  -4.330  2.394  0.811
H  -4.756  0.825  0.048

Cartesian forces, eV/Å:
-0.1 0.2 -1.7
1.4 -0.7 1.9
-0.5 -0.7 -1.2
-1.3 0.7 0.7
0.8 -0.1 -1.4
-0.8 -0.9 1.0
-0.3 0.4 -1.1
-0.1 0.1 0.2
0.1 0.5 0.4
-0.2 0.0 0.5
-1.4 -0.5 0.7
-1.2 0.0 1.6
-0.4 0.3 1.2
0.9 1.5 1.4
2.2 0.9 -1.0
0.4 -0.3 -1.0
0.7 -0.4 0.6
0.1 -0.4 -1.2
-0.8 1.3 0.4
-0.4 -1.0 -1.4
0.7 0.3 0.0
-0.1 -0.6 -0.4
-0.8 -0.1 0.9
0.0 0.9 0.4
0.0 -0.5 -0.8
0.4 0.6 -0.7
-0.8 0.2 0.7
0.7 -0.6 -0.5
-0.6 -0.9 0.1
-0.7 -0.5 -0.1
-0.2 0.0 1.0
-0.2 0.3 -0.5
0.5 -0.4 0.0
0.5 0.6 0.4
0.8 0.6 -0.2
0.6 0.6 -0.4
-0.7 0.1 -0.7
0.2 -0.2 -0.4
-0.7 -0.6 0.7
0.4 -1.0 -0.3
0.8 0.3 0.1

The value obtained for the total energy is -45106.4674 eV. As for the SMILES: CCOCC1=C([PH2]=S)C(=O)c2c(N)ccc(CNC)c2C1=O. As for the HOMO-LUMO gap: 7.2 eV. The net charge is 0. The calculation puts the lowest unoccupied orbital energy at -1.41 eV.

=====

(2)
Molecular formula: C35H60ClIN4O21
Method: DFT, wB97M-V/def2-TZVPD

Positions of all 122 atoms, in Å:
C  4.361  -1.202  1.702
C  2.803  -1.158  1.355
C  2.493  -1.688  -0.097
C  0.956  -2.131  -0.242
N  0.120  -1.079  -0.934
C  -0.475  -0.280  0.102
C  -1.670  -0.870  0.823
C  -2.324  -0.148  1.903
C  -3.556  -0.887  2.575
N  -3.059  -1.705  3.704
C  -2.521  -3.007  3.271
C  -1.850  1.218  2.367
N  -2.550  1.793  3.420
C  -1.963  2.974  3.716
Cl  -2.692  3.897  5.095
C  -0.804  3.615  3.039
N  -0.178  3.035  1.985
C  -0.697  1.793  1.650
C  -0.039  1.043  0.522
I  1.631  1.991  -0.492
H  4.905  -0.349  1.212
H  4.752  -2.206  1.375
H  4.452  -1.066  2.814
H  2.467  -0.104  1.544
H  2.298  -1.790  2.151
H  2.697  -0.899  -0.876
H  3.160  -2.579  -0.294
H  0.889  -3.126  -0.771
H  0.606  -2.317  0.813
H  0.717  -0.522  -1.549
H  -2.049  -1.873  0.517
H  -4.359  -0.159  2.878
H  -4.027  -1.549  1.789
H  -2.335  -1.154  4.177
H  -2.175  -3.542  4.206
H  -3.284  -3.664  2.769
H  -1.614  -2.938  2.601
H  -0.440  4.603  3.411
C  -5.640  -7.395  0.836
O  -4.715  -6.307  0.801
C  -4.055  -6.186  -0.355
O  -4.182  -6.896  -1.320
O  -3.230  -5.137  -0.254
C  -2.454  -4.885  -1.427
H  -6.112  -7.395  1.817
H  -6.413  -7.268  0.077
H  -5.121  -8.346  0.701
H  -3.101  -4.657  -2.275
H  -1.808  -5.735  -1.652
H  -1.826  -4.017  -1.227
C  -6.259  3.692  5.732
O  -7.131  3.663  6.862
C  -7.200  4.819  7.531
O  -6.608  5.832  7.258
O  -8.045  4.655  8.557
C  -8.218  5.819  9.364
H  -6.281  2.706  5.269
H  -6.601  4.424  5.000
H  -5.235  3.905  6.040
H  -8.637  6.636  8.777
H  -7.271  6.117  9.818
H  -8.918  5.568  10.159
C  4.238  -6.489  -4.009
O  2.945  -5.977  -3.688
C  2.741  -4.714  -4.083
O  3.533  -4.017  -4.662
O  1.500  -4.362  -3.722
C  1.142  -3.029  -4.083
H  4.287  -7.513  -3.642
H  4.390  -6.499  -5.089
H  5.017  -5.905  -3.516
H  1.171  -2.901  -5.166
H  1.798  -2.308  -3.592
H  0.122  -2.853  -3.742
C  1.376  8.700  -4.029
O  1.426  7.357  -3.544
C  1.337  7.250  -2.212
O  1.224  8.163  -1.435
O  1.396  5.951  -1.896
C  1.312  5.683  -0.495
H  1.456  8.665  -5.114
H  0.427  9.169  -3.767
H  2.214  9.280  -3.639
H  0.361  6.032  -0.092
H  2.147  6.144  0.036
H  1.370  4.602  -0.362
C  9.196  -0.285  1.906
O  9.345  0.701  2.927
C  8.264  0.857  3.701
O  7.228  0.251  3.600
O  8.537  1.803  4.608
C  7.464  2.075  5.510
H  10.128  -0.322  1.346
H  9.014  -1.267  2.344
H  8.390  -0.013  1.222
H  7.214  1.186  6.090
H  6.590  2.441  4.969
H  7.799  2.853  6.194
C  -7.777  -11.636  -3.373
O  -6.414  -11.323  -3.657
C  -6.153  -10.010  -3.713
O  -6.951  -9.123  -3.548
O  -4.853  -9.858  -3.984
C  -4.426  -8.496  -4.074
H  -7.869  -12.721  -3.352
H  -8.067  -11.244  -2.397
H  -8.432  -11.247  -4.153
H  -4.582  -7.979  -3.127
H  -4.948  -7.983  -4.884
H  -3.360  -8.498  -4.297
C  6.519  11.306  -7.251
O  6.326  9.893  -7.202
C  5.513  9.484  -6.220
O  4.962  10.193  -5.417
O  5.419  8.151  -6.287
C  4.575  7.576  -5.290
H  7.192  11.518  -8.081
H  5.573  11.818  -7.432
H  6.981  11.664  -6.330
H  3.555  7.940  -5.392
H  4.961  7.786  -4.291
H  4.573  6.497  -5.438

Cartesian forces, eV/Å:
-1.1 0.2 0.0
1.0 0.0 0.5
-0.7 -0.2 0.4
1.3 -0.6 0.0
0.0 0.0 1.9
-1.1 1.8 1.5
0.6 2.7 1.4
0.6 -0.6 -1.7
0.6 0.7 -0.9
-0.4 0.0 -0.7
0.8 -0.6 0.7
-0.1 -2.5 -1.6
3.3 2.5 -1.2
-0.3 -0.1 0.1
0.8 -0.8 -1.3
-0.5 -1.3 -0.4
-2.2 -0.5 2.0
0.1 -0.5 -0.6
-1.3 -1.4 0.3
-1.1 -0.9 0.6
-0.4 -1.0 0.3
0.0 1.1 0.4
0.2 -0.3 -1.1
0.0 -0.9 -0.4
0.3 0.5 -1.1
0.1 -0.8 0.8
-0.7 0.9 0.1
0.0 1.1 0.2
-0.1 0.3 -1.2
-0.2 -0.1 0.4
0.4 1.0 0.2
1.0 -0.6 0.0
0.6 0.6 0.9
-0.4 -0.5 -0.1
-0.4 0.4 -1.1
0.6 0.9 0.5
-0.8 0.0 0.4
-0.4 -1.0 -0.4
-0.3 -0.3 0.1
0.2 0.1 -0.2
0.0 0.1 0.2
0.1 0.2 0.2
-0.1 -0.1 0.0
0.3 0.1 -0.3
0.2 0.2 0.0
0.2 -0.1 -0.1
0.0 0.1 -0.1
0.0 -0.2 0.0
-0.2 0.0 -0.1
-0.1 0.0 0.2
0.2 -0.1 -0.3
-0.1 0.1 0.2
-0.1 -0.2 0.0
-0.1 -0.1 0.1
0.1 -0.1 -0.2
-0.1 0.3 0.3
-0.2 0.0 0.2
0.1 0.1 0.1
-0.2 0.1 0.0
0.2 0.0 0.0
0.0 0.1 -0.2
0.0 -0.2 -0.2
0.3 -0.2 -0.1
-0.1 0.2 0.0
0.0 -0.1 0.1
-0.1 -0.1 0.1
0.1 -0.1 0.0
-0.2 0.4 -0.1
-0.3 0.1 0.1
0.0 0.2 0.1
-0.1 0.1 -0.2
0.2 0.0 0.1
0.1 -0.1 -0.2
0.1 -0.3 0.1
0.0 0.4 -0.1
0.0 -0.1 0.1
0.0 -0.1 0.0
0.0 -0.1 -0.2
0.0 0.2 -0.2
0.0 -0.2 0.4
0.0 -0.2 0.1
0.1 0.0 0.1
-0.1 0.0 0.1
0.1 0.1 0.0
-0.1 0.1 0.0
-0.1 0.4 -0.2
0.0 -0.2 -0.3
-0.1 0.1 0.2
0.1 0.1 0.0
0.1 0.1 0.0
0.0 -0.1 -0.2
-0.2 0.1 0.3
0.0 0.2 0.2
-0.1 0.1 0.0
0.0 -0.1 0.1
-0.1 0.0 -0.2
0.0 -0.2 0.0
0.2 -0.1 -0.2
-0.3 -0.2 0.1
0.1 0.1 0.0
0.2 0.0 0.0
0.1 -0.2 0.0
-0.3 -0.2 0.0
0.1 0.5 0.0
0.3 0.1 -0.1
0.0 0.1 -0.1
0.0 0.1 0.1
-0.1 -0.1 -0.2
-0.1 -0.1 0.1
-0.1 -0.3 0.0
0.1 0.4 -0.1
-0.1 -0.1 0.1
0.1 -0.1 -0.1
0.1 -0.1 -0.1
0.1 0.2 -0.1
-0.2 -0.3 0.3
0.0 -0.3 0.0
0.0 0.0 0.2
-0.2 0.0 0.0
0.1 0.1 0.1
-0.1 0.1 -0.1
0.2 0.1 -0.2

The value obtained for the total energy is -106846.8434 eV. As for the SMILES: CCCCNc1cc(CNC)c2nc(Cl)cnc2c1I.COC(=O)OC.COC(=O)OC.COC(=O)OC.COC(=O)OC.COC(=O)OC.COC(=O)OC.COC(=O)OC. As for the HOMO-LUMO gap: 7.5 eV. The net charge is 0. The calculation puts the lowest unoccupied orbital energy at -1.00 eV.

=====

(3)
Molecular formula: C26H31Cl3N4O6S2Tl
Method: DFT, wB97M-V/def2-TZVPD

Positions of all 73 atoms, in Å:
Tl  -0.152  -1.285  0.168
N  -1.439  0.862  -0.897
C  -1.710  1.046  -2.315
C  -0.492  0.696  -3.162
C  -0.144  -0.801  -3.223
O  0.791  -1.100  -4.003
O  -0.770  -1.620  -2.527
H  -2.285  0.981  -0.349
H  -0.787  1.562  -0.534
H  -2.019  2.081  -2.551
H  -2.535  0.381  -2.591
H  0.388  1.194  -2.750
H  -0.627  1.036  -4.191
Cl  1.978  -3.677  1.726
C  1.955  -2.920  3.328
Cl  1.274  -1.271  3.228
H  2.980  -2.868  3.687
H  1.318  -3.519  3.975
C  -3.597  -2.553  -1.659
S  -2.976  -3.878  -0.548
C  -1.683  -4.472  -1.707
O  -2.259  -3.203  0.547
H  -4.051  -3.019  -2.527
H  -2.749  -1.931  -1.935
H  -4.338  -1.974  -1.119
H  -2.167  -4.978  -2.536
H  -1.045  -5.161  -1.164
H  -1.109  -3.612  -2.042
S  3.727  -2.692  -1.661
C  2.657  -3.777  -2.328
N  1.743  -3.418  -3.270
C  0.984  -4.312  -3.913
C  1.078  -5.652  -3.673
C  1.946  -6.073  -2.643
C  2.695  -5.154  -1.975
H  1.518  -2.405  -3.520
H  0.296  -3.893  -4.633
H  0.503  -6.355  -4.252
H  2.006  -7.118  -2.377
H  3.370  -5.432  -1.181
C  -2.344  3.902  5.771
C  -2.424  4.649  4.473
C  -3.499  5.493  4.228
C  -3.564  6.218  3.053
Cl  -4.932  7.251  2.771
C  -2.558  6.135  2.108
C  -1.490  5.291  2.340
C  -1.415  4.537  3.505
O  -0.291  3.790  3.718
C  -0.433  2.380  3.582
C  -0.438  1.831  2.111
O  -0.355  2.619  1.172
O  -0.528  0.585  2.076
H  -2.786  4.480  6.581
H  -1.305  3.687  6.012
H  -2.881  2.955  5.703
H  -4.281  5.587  4.967
H  -2.617  6.716  1.202
H  -0.700  5.177  1.616
H  -1.351  2.024  4.062
H  0.429  1.950  4.099
N  6.553  2.928  -1.756
C  5.648  2.276  -1.487
C  4.512  1.495  -1.171
C  3.899  0.717  -2.147
C  2.729  0.048  -1.811
N  2.174  0.117  -0.608
C  2.786  0.822  0.333
C  3.948  1.540  0.108
H  4.319  0.636  -3.140
H  2.206  -0.520  -2.563
H  2.309  0.835  1.303
H  4.404  2.127  0.889

Cartesian forces, eV/Å:
-0.1 0.0 0.1
0.1 0.1 0.1
0.0 0.0 -0.2
-0.3 -0.4 0.2
-0.4 0.6 -0.2
0.6 0.0 -0.5
-0.3 -0.1 0.2
0.1 0.0 0.0
-0.2 0.0 0.1
0.0 -0.2 0.0
0.0 0.1 0.0
0.1 0.2 -0.1
0.1 0.0 0.1
0.2 -0.2 0.1
-0.1 0.3 -0.1
0.2 -0.5 0.3
-0.2 0.0 0.0
0.1 0.1 0.0
0.3 -0.5 0.5
-0.2 -0.2 -1.5
-0.5 0.3 0.5
0.3 0.4 0.9
-0.1 -0.1 -0.2
0.1 0.0 -0.1
-0.1 0.0 0.2
-0.1 -0.1 -0.2
0.0 -0.1 0.1
0.0 0.1 -0.1
0.4 0.1 0.2
0.3 0.0 0.0
0.0 0.0 0.1
-0.3 -0.5 -0.3
0.0 0.0 0.0
-0.1 0.1 0.0
-0.2 -0.3 0.0
0.1 -0.2 0.1
0.0 0.1 0.0
-0.1 0.0 0.0
0.0 -0.1 0.0
0.0 0.0 0.0
0.1 -0.1 0.0
0.3 -0.1 -0.1
0.0 0.0 -0.2
0.1 -0.1 0.1
-0.2 0.2 0.0
-0.1 0.0 0.0
0.1 -0.1 0.0
-0.2 0.3 -0.1
-0.1 0.0 0.1
0.0 -0.3 -0.5
0.0 0.3 1.0
0.1 0.7 -0.5
0.0 -0.6 0.0
0.0 0.0 0.0
0.0 -0.1 0.1
0.0 -0.1 0.1
-0.1 0.0 0.0
0.0 0.1 -0.1
0.1 -0.1 -0.1
0.1 0.0 0.0
-0.2 0.0 0.0
0.2 0.1 0.0
0.6 0.4 -0.1
-1.1 -0.6 0.2
0.1 0.3 0.2
0.0 0.3 -0.2
-0.1 0.1 -0.1
0.2 0.3 0.2
0.1 -0.1 -0.2
-0.1 0.0 0.0
0.1 0.1 0.0
-0.1 0.0 0.1
0.0 0.0 0.1

The value obtained for the total energy is -109645.1452 eV. The value obtained for the energy above the lowest of the compared OMol25 structures with the same formula, charge and spin is 0.459 eV. As for the HOMO-LUMO gap: 7.4 eV. The net charge is -1. The calculation puts the lowest unoccupied orbital energy at 2.19 eV.

=====

(4)
Molecular formula: C9H14
Method: DFT, wB97M-V/def2-TZVPD

Positions of all 23 atoms, in Å:
C  -1.881  0.687  -2.154
C  -2.849  1.180  -1.051
H  -2.468  0.615  -3.061
H  -1.137  1.462  -2.287
H  -1.446  -0.274  -1.905
H  -3.561  1.907  -1.431
H  -2.293  1.583  -0.203
H  -3.435  0.357  -0.631
C  2.286  1.441  0.902
C  1.728  -2.298  0.741
C  2.382  -1.099  0.772
C  0.311  -2.302  0.692
C  1.664  0.116  0.920
C  -0.472  -1.150  0.880
C  0.220  0.014  1.029
H  2.348  -3.180  0.684
H  3.455  -1.097  0.724
H  -0.176  -3.217  0.514
H  -1.548  -1.101  0.938
H  1.827  2.031  0.100
H  3.365  1.424  0.809
H  -0.270  0.970  1.191
H  1.951  1.932  1.827

Cartesian forces, eV/Å:
-1.1 0.7 0.7
0.3 -0.9 0.2
0.2 -0.3 -0.4
0.4 -0.1 -0.3
0.2 -0.1 -0.1
0.1 0.2 0.1
-0.1 0.3 0.0
-0.1 0.0 -0.2
-0.4 -0.1 0.3
0.5 1.0 -0.3
0.0 -0.2 0.4
-0.2 0.1 0.3
-0.5 -0.9 -0.5
1.0 0.8 0.2
0.2 1.0 0.0
-0.4 -0.4 -0.1
0.3 0.2 0.0
-0.6 -1.1 -0.1
-0.1 -0.5 -0.2
0.1 0.1 -0.1
0.0 0.0 0.1
-0.3 -0.2 0.0
0.3 0.2 0.0

The value obtained for the total energy is -9551.2254 eV. The value obtained for the energy above the lowest of the compared OMol25 structures with the same formula, charge and spin is 0.216 eV. The expectation value of S² is 0.7677. As for the spin multiplicity: 2. As for the HOMO-LUMO gap (alpha / beta): 10.4 / 6.7 eV. The net charge is +1. The calculation puts the lowest unoccupied orbital energy (alpha / beta) at -4.43 / -8.18 eV.